1.
134
Properties=species:S:1:pos:R:3 method="wB97M-V/def2-TZVPD" lumo_ev=1.607 largest_force_ev_per_a=4.3 total_energy_ha=-6157.8387 total_charge=-1
O 11.74928 -23.26776 -7.31769
C 11.14327 -22.92316 -6.38424
O 11.42207 -23.02021 -5.08625
B 10.31602 -22.49157 -4.25144
O 9.30265 -21.95916 -5.18695
C 9.65846 -22.34855 -6.44776
O 8.98565 -22.20591 -7.39466
O 10.88933 -21.51657 -3.32409
C 10.56525 -21.86585 -2.09425
O 10.91529 -21.31275 -1.08618
C 9.79874 -23.20526 -2.16772
O 9.75971 -23.56815 -3.41765
O 9.22619 -23.71473 -1.26979
C 5.61187 -27.19637 -2.39794
C 6.28313 -25.82871 -2.54979
O 7.24405 -25.93925 -3.59808
S 6.83799 -27.02722 -4.65245
O 8.00219 -27.80075 -4.92702
O 5.98578 -26.50547 -5.66221
O 5.81410 -27.85749 -3.66763
H 4.60628 -27.14926 -2.13693
H 6.02434 -27.87406 -1.59457
H 6.85949 -25.57841 -1.71730
H 5.48596 -25.08600 -2.77240
C 11.86846 -17.96422 -0.98073
C 11.78716 -18.62974 0.33338
O 11.14343 -17.64812 1.18517
S 11.04522 -16.23288 0.58245
O 11.80904 -15.32460 1.28408
O 9.72205 -15.99510 0.11456
O 11.91524 -16.56052 -0.73012
H 11.08600 -17.99919 -1.74699
H 12.73985 -18.19512 -1.59042
H 12.78440 -18.73418 0.77170
H 11.17729 -19.52394 0.36269
C 9.46299 -22.39451 1.53558
C 10.40169 -23.60382 1.31317
O 10.68028 -24.15621 2.53964
S 9.47173 -23.70078 3.56502
O 9.94835 -23.65609 4.87036
O 8.36172 -24.48274 3.22988
O 9.22541 -22.28212 3.00597
H 8.53097 -22.66015 1.19221
H 9.87939 -21.49242 1.11452
H 11.36865 -23.15840 1.00504
H 10.11627 -24.37084 0.54447
C 14.09874 -25.16372 -7.07542
C 14.56942 -24.01336 -6.31664
O 15.96066 -23.69733 -6.74829
S 16.18983 -24.49704 -8.13890
O 17.55954 -24.84158 -8.29919
O 15.51749 -23.76049 -9.16185
O 15.29335 -25.71697 -7.73876
H 13.32700 -24.94565 -7.80369
H 13.83498 -25.96857 -6.42336
H 14.63062 -24.25836 -5.25124
H 13.98576 -23.10668 -6.34606
C 11.07330 -26.62573 -4.70033
C 10.65236 -26.90155 -3.27480
O 11.83911 -27.61858 -2.73706
S 13.11295 -26.96546 -3.39470
O 14.10893 -27.97414 -3.49150
O 13.28761 -25.70520 -2.78543
O 12.48963 -26.84280 -4.77067
H 10.80056 -25.63052 -5.07159
H 10.59695 -27.25834 -5.45208
H 9.74831 -27.54774 -3.33027
H 10.57768 -26.00438 -2.66752
N 9.26343 -18.00016 -12.40444
C 9.66271 -19.19525 -12.84410
C 9.56035 -20.35085 -12.09138
C 8.98111 -20.29776 -10.85993
C 8.52046 -19.03945 -10.32551
C 8.77232 -17.94455 -11.16508
H 10.25626 -19.12321 -13.76179
H 9.95154 -21.32759 -12.46539
H 8.86019 -21.27844 -10.29715
H 8.12624 -19.05858 -9.27385
H 8.49136 -16.96935 -10.82797
N 3.86108 -20.78027 -2.05926
C 4.31732 -20.96190 -3.29133
C 5.51357 -21.67708 -3.67115
C 6.15125 -22.21395 -2.60623
C 5.72743 -22.09205 -1.29871
C 4.55848 -21.38257 -1.05228
H 3.76771 -20.43279 -4.02743
H 5.82707 -21.73711 -4.71753
H 7.04097 -22.82039 -2.77559
H 6.30304 -22.60266 -0.52504
H 4.22655 -21.27931 -0.02997
N 6.63549 -24.94966 -12.59264
C 7.03883 -24.58124 -11.33425
C 6.59707 -23.42189 -10.74144
C 5.78106 -22.52783 -11.45771
C 5.49754 -22.78668 -12.78777
C 5.91582 -24.07493 -13.29458
H 7.66447 -25.27249 -10.81790
H 6.95257 -23.05342 -9.77844
H 5.47023 -21.58273 -11.00353
H 4.88424 -22.15051 -13.39180
H 5.75006 -24.36236 -14.32815
N 10.65050 -26.43321 -7.97864
C 10.58581 -25.33564 -8.74097
C 11.40684 -25.05656 -9.80681
C 12.34047 -26.03159 -10.24358
C 12.40624 -27.19250 -9.51678
C 11.58937 -27.30225 -8.37733
H 9.78269 -24.62241 -8.52091
H 11.38094 -24.08827 -10.26158
H 12.89026 -25.87195 -11.18719
H 13.16179 -27.99745 -9.69093
H 11.67867 -28.17868 -7.78584
N 12.66314 -20.30214 -8.82876
C 11.73792 -20.01981 -7.95082
C 12.10772 -19.56466 -6.67103
C 13.41162 -19.56468 -6.25169
C 14.37085 -20.02117 -7.12894
C 13.94413 -20.35851 -8.46083
H 10.66195 -19.78094 -8.25025
H 11.29965 -19.36501 -5.94830
H 13.66139 -19.18743 -5.25791
H 15.42477 -20.10718 -6.75796
H 14.65319 -20.69702 -9.17143
N 7.38292 -17.82206 -6.93447
C 6.87782 -16.94407 -6.09403
C 7.02791 -17.01798 -4.69646
C 7.71553 -18.06611 -4.17094
C 8.33407 -18.94114 -5.02946
C 8.13886 -18.80287 -6.42311
H 6.37853 -16.11290 -6.53817
H 6.54907 -16.27082 -4.17145
H 7.77971 -18.14326 -3.09433
H 8.87061 -19.78100 -4.64006
H 8.56272 -19.48879 -7.13001

2.
63
Properties=species:S:1:pos:R:3 method="wB97M-V/def2-TZVPD" lumo_ev=-0.696 largest_force_ev_per_a=8.1 total_energy_ha=-1291.1060 total_charge=0
H 0.56987 3.01670 -0.21215
N 0.37317 1.66367 -1.84462
B 0.51333 0.58471 -4.15671
N 0.62251 1.81930 -3.19873
C 0.98307 3.09075 -3.46250
Ba -1.28243 -0.71457 -0.80264
H 1.20405 3.39579 -4.48140
C 0.99857 3.78847 -2.25941
H 1.25731 4.81128 -2.12008
C 0.63091 2.84865 -1.28113
H 0.79153 0.94871 -5.26771
C -1.39361 -3.12742 -1.64062
H -1.61305 -3.40114 -0.59033
H -0.54131 -3.70376 -2.03371
H -2.31804 -3.30042 -2.22756
N -0.89556 -0.02040 -4.09216
N 1.54760 -0.46598 -3.68563
N -1.66963 -0.11503 -2.89417
N 1.25245 -1.24355 -2.58192
C -1.64844 -0.33750 -5.16662
C 2.74010 -0.82549 -4.21681
H -1.22078 -0.33133 -6.15833
H 3.12819 -0.29666 -5.07944
C -2.96181 -0.54374 -4.74304
C 3.23975 -1.87457 -3.45496
C -2.94549 -0.37011 -3.35535
C 2.26356 -2.11880 -2.46884
H -3.78992 -0.79730 -5.37546
H 4.17537 -2.37986 -3.59249
H -3.81765 -0.38413 -2.69823
H 2.27190 -2.89520 -1.71949
H -1.58371 1.20524 0.86774
C -1.13936 1.01611 6.14641
C -1.07190 1.11711 4.66076
C -1.46887 2.31329 4.01007
C -1.46094 2.47063 2.64539
C -1.76534 3.82959 2.10961
C -0.90869 1.42360 1.75277
C -0.43858 0.12750 2.48934
C -0.55178 0.08371 3.90398
N 0.16199 -0.75717 1.70319
C 1.06688 -1.82074 2.20570
C 2.14582 -1.31740 3.17018
C 0.26324 -2.92522 2.88818
C 1.78059 -2.39922 0.98994
H -0.35284 1.60777 6.62313
H -2.09521 1.39978 6.50564
H -1.01827 -0.01806 6.46682
H -1.77510 3.15530 4.62749
H -2.73051 4.20686 2.46172
H -1.00001 4.51345 2.50177
H -1.75287 3.89009 1.01774
H -0.00993 1.84657 1.24071
H -0.15928 -0.79032 4.41383
H 1.75474 -0.96215 4.13045
H 2.82831 -2.14998 3.39341
H 2.73504 -0.50430 2.72451
H -0.50215 -3.31984 2.20596
H 0.93133 -3.74366 3.18364
H -0.25434 -2.57039 3.78509
H 1.08216 -2.89078 0.29994
H 2.30571 -1.61349 0.43255
H 2.51838 -3.14498 1.30459